1.
The ion C3H8N with charge +1 in a non-equilibrium geometry. Source: the Open Molecules 2025 dataset; level of theory: ωB97M-V/def2-TZVPD.

Geometry as XYZ:
```
12
Properties=species:S:1:pos:R:3
C -1.34658 -0.02269 -0.04958
C 0.01201 -0.05841 0.51735
C 1.02273 -0.92888 -0.11550
N 0.93436 0.87713 -0.00374
H -1.39793 -0.27269 -1.19262
H -1.99907 0.92766 0.22129
H -1.97640 -0.78797 0.36981
H 0.00921 0.05887 1.52831
H 1.74978 -1.32394 0.44610
H 0.79696 -1.03529 -1.10923
H 1.51335 1.46677 0.53105
H 0.78619 1.18771 -0.96224
```

Calculated values
DFT total energy in eV: -4721.7017
ΔE to the lowest compared entry with this formula, charge and spin in eV: 1.725
SMILES string: C[C@H]1C[NH2+]1
Gap between HOMO and LUMO in eV: 12.2
Total charge: +1
LUMO energy in eV: -4.80
HOMO level in eV: -17.02

***

2.
A cluster of 11 separate species, C4H27NO12 in total in a non-equilibrium geometry. Source: the Open Molecules 2025 dataset; level of theory: ωB97M-V/def2-TZVPD.

Geometry as XYZ:
```
44
Properties=species:S:1:pos:R:3
N -0.01583 -0.03093 -0.82938
C 0.95937 0.01251 -1.91253
C 2.31085 -0.61392 -1.55487
O 2.84120 -0.52387 -0.47135
C 1.32313 1.49893 -2.11539
C 0.14630 2.26208 -2.68883
O -0.01992 2.27046 -3.88875
H 0.26994 0.50754 -0.01430
H -0.20911 -0.97561 -0.50670
H 0.63720 -0.51883 -2.80439
H 2.94146 -0.98509 -2.37850
H 1.68123 1.90698 -1.16103
H 2.22539 1.63328 -2.72905
H -0.73607 2.54434 -2.09982
O 0.78153 -1.14642 3.54857
H 0.08104 -0.48429 3.43263
H 1.55319 -0.63913 3.25340
O -2.02203 -1.56347 -0.24127
H -1.75551 -0.62291 -0.30589
H -2.62475 -1.65591 -0.98759
O 2.47384 0.77952 1.73635
H 2.32961 0.24692 0.90904
H 3.38112 0.68624 2.03828
O 1.93629 -3.01727 -0.06221
H 1.52740 -3.84472 -0.33116
H 1.51802 -2.82247 0.78912
O -1.90060 1.13736 -0.78983
H -0.93130 1.08723 -0.85172
H -2.20406 0.95252 -1.69979
O -3.30370 0.72489 1.50014
H -3.13964 -0.11222 1.04446
H -2.82989 1.35948 0.91979
O -1.38438 0.03642 -3.25620
H -0.69690 -0.33035 -2.68039
H -0.86603 0.66858 -3.77438
O -0.28318 -2.61625 1.56932
H -0.13915 -1.98525 2.31224
H -1.23278 -2.58718 1.39834
O -1.48640 0.39560 3.29280
H -2.40640 0.53142 3.00468
H -1.24969 0.79727 4.13303
O 0.06714 1.82184 1.41088
H -0.51910 1.42352 2.08270
H 0.97118 1.79120 1.75953
```

Calculated values
DFT total energy in eV: -30644.3543
ΔE to the lowest compared entry with this formula, charge and spin in eV: 4.675
SMILES string: N[C@H](C=O)CC=O.O.O.O.O.O.O.O.O.O.O
Gap between HOMO and LUMO in eV: 9.6
LUMO energy in eV: -0.15
HOMO level in eV: -9.77

***

3.
A cluster of 5 separate species, C16H48BrN4O4 in total in a non-equilibrium geometry. Source: the Open Molecules 2025 dataset; level of theory: ωB97M-V/def2-TZVPD.

Geometry as XYZ:
```
73
Properties=species:S:1:pos:R:3
C -2.15000 -2.53363 0.17172
C -2.77574 -1.35437 -0.55895
C -4.09490 -1.79433 -1.25386
O -4.88158 -0.66816 -1.79765
C -6.03060 -1.07848 -2.53552
N -3.14599 -0.23337 0.42282
H -2.37293 0.33198 0.74351
H -3.69218 0.45996 -0.06819
H -3.70072 -0.55468 1.20329
H -1.87858 -3.42733 -0.39019
H -2.71985 -2.99604 0.97767
H -1.22074 -2.10281 0.54450
H -2.10480 -0.78938 -1.20603
H -4.67312 -2.34595 -0.51259
H -4.06089 -2.44915 -2.12457
H -5.59646 -1.41722 -3.47620
H -6.85300 -0.36326 -2.55011
H -6.47328 -1.93213 -2.02228
C 2.74829 -0.00844 3.56581
C 1.71276 0.43592 4.53975
C 2.20425 0.85151 5.94571
O 1.03541 1.07456 6.74230
C 1.36476 1.55557 8.04561
N 0.76356 1.47717 3.91686
H 1.37970 2.24220 3.68194
H 0.28307 1.24230 3.06008
H 0.19296 1.80985 4.68096
H 3.32283 -0.81257 4.02557
H 3.42138 0.81341 3.32162
H 2.12914 -0.36640 2.74324
H 0.97280 -0.35021 4.68996
H 2.82801 1.74505 5.97076
H 2.72037 -0.06074 6.24490
H 0.37777 1.64774 8.49888
H 1.80999 2.54958 8.00302
H 1.91035 0.82487 8.64268
C -1.45850 4.23740 -1.77003
C -1.48678 2.96831 -2.60915
C -2.04415 3.11966 -4.02332
O -2.29639 1.87884 -4.62688
C -3.47378 1.22308 -4.12120
N -0.07808 2.31575 -2.67604
H 0.62568 2.80234 -3.21275
H 0.20089 2.08554 -1.73302
H -0.04212 1.43171 -3.16315
H -1.16128 3.95258 -0.76075
H -2.48970 4.57318 -1.66065
H -0.86865 5.12948 -1.98066
H -2.10193 2.24520 -2.07361
H -1.22764 3.56177 -4.59423
H -2.86554 3.82803 -4.13122
H -3.45283 1.11253 -3.03702
H -3.51158 0.19844 -4.49105
H -4.35673 1.78531 -4.42516
C 3.84275 -1.35816 0.19061
C 3.36344 -1.32932 -1.23831
C 4.29430 -2.13490 -2.19043
O 4.36551 -3.53642 -2.02050
C 5.24424 -4.14105 -2.87747
N 1.93060 -1.73839 -1.19668
H 1.83958 -2.54195 -0.59161
H 1.34660 -1.02964 -0.77629
H 1.68196 -1.95740 -2.15078
H 4.07151 -2.34157 0.60132
H 3.17137 -0.89239 0.91200
H 4.78250 -0.81589 0.29516
H 3.27296 -0.30299 -1.59407
H 5.34120 -1.87235 -2.03821
H 4.09518 -1.90436 -3.23699
H 6.27155 -3.84578 -2.66406
H 5.05437 -3.80941 -3.89828
H 5.13479 -5.22034 -2.77135
Br 0.23302 0.89996 0.44906
```

Calculated values
DFT total energy in eV: -101537.3669
ΔE to the lowest compared entry with this formula, charge and spin in eV: 1.985
Gap between HOMO and LUMO in eV: 8.9
Total charge: +3
LUMO energy in eV: -7.80
HOMO level in eV: -16.71